Here is a molecular structure, C19H43OsP3SSe from OMol25. Energies are from ωB97M-V/def2-TZVPD.

## Properties
* E_HOMO (spin up / spin down): -0.7244 / -0.7496 hartree
* <S²>: 6.029
* relative energy (zero: lowest compared OMol25 entry of this formula, charge and spin): 0.00 kcal per mole
* charge: +4
* spin multiplicity: 5

Each line ends with the Löwdin charge.
CARTESIAN COORDINATES (ANGSTROEM)
Os1 -0.11836 0.22107 0.79011  0.475
P1 0.25354 2.03107 2.12363  0.592
P2 -2.43251 0.59139 0.58353  0.599
P3 2.16689 -0.23480 0.46913  0.642
H1 -1.70717 -3.47381 -4.84774  0.134
C1 -1.04622 -4.18779 -4.32996  0.234
C2 -0.79182 -4.18508 -3.00696  0.223
H2 -1.34900 -3.56119 -2.37008  0.085
C3 0.53614 3.67658 1.36326  -0.248
C4 -1.14579 2.38765 3.23689  -0.224
C5 1.63739 2.05258 3.31816  -0.212
C6 -3.13264 -0.47105 -0.70800  -0.241
C7 -3.46060 0.12677 2.03765  -0.224
C8 -3.13010 2.23903 0.14218  -0.222
C9 2.40200 -1.48229 -0.84440  -0.237
C10 3.18704 -0.91456 1.84024  -0.206
C11 3.14748 1.21537 -0.07263  -0.229
H3 -0.61403 -4.99077 -4.98731  0.159
H4 -0.03960 -4.84028 -2.54851  0.138
H5 0.74191 4.37920 2.17907  0.082
H6 -0.34342 4.00992 0.80672  0.046
H7 1.39699 3.65331 0.68680  0.039
H8 -0.95667 3.36958 3.69345  0.088
H9 -1.20469 1.62566 4.02569  0.067
H10 -2.10088 2.43406 2.70012  0.013
H11 1.54528 2.99939 3.86725  0.084
H12 2.60940 2.03945 2.81401  0.051
H13 1.57706 1.22332 4.03150  0.042
H14 -4.21655 -0.29149 -0.75824  0.083
H15 -2.94727 -1.52410 -0.45828  0.053
H16 -2.67106 -0.22938 -1.67332  0.033
H17 -4.51216 0.13435 1.71434  0.086
H18 -3.34118 0.82939 2.86982  0.052
H19 -3.20048 -0.87923 2.39924  0.026
H20 -4.22664 2.13767 0.13685  0.085
H21 -2.78852 2.50938 -0.86638  0.034
H22 -2.84503 3.03265 0.84580  0.054
H23 3.46191 -1.78019 -0.90976  0.083
H24 2.06876 -1.10039 -1.82270  0.039
H25 1.79547 -2.37048 -0.60066  0.047
H26 4.23746 -0.96195 1.52491  0.089
H27 2.84762 -1.93049 2.07604  0.060
H28 3.13665 -0.29651 2.74395  0.043
H29 4.20432 0.92391 -0.16270  0.084
H30 3.05703 2.04290 0.64628  0.039
H31 2.77325 1.55861 -1.04798  0.029
C12 0.15388 1.15768 -3.12909  -0.497
C13 -0.16750 -0.18093 -3.36740  -0.147
C14 0.26177 -0.81856 -4.53253  -0.045
C15 0.86413 -0.06183 -5.53697  0.018
C16 0.99525 1.32878 -5.36591  0.011
C17 0.65132 1.96273 -4.16390  -0.044
Se1 -0.01742 1.85132 -1.30523  0.962
H32 0.16822 -0.13322 -0.79049  -0.119
H33 -0.72780 -0.71707 -2.60528  0.064
H34 0.15382 -1.89628 -4.65319  0.085
H35 1.21434 -0.52950 -6.46060  0.145
H36 1.40324 1.94438 -6.17087  0.145
H37 0.74787 3.03278 -3.94799  0.135
C18 -0.59784 -3.18093 2.25236  -0.274
S1 -0.57118 -1.38934 2.60662  0.732
C19 0.58149 -1.37715 4.00704  -0.286
H38 -0.46346 -3.41820 1.18860  0.045
H39 -1.60829 -3.48021 2.58426  0.072
H40 0.16744 -3.67377 2.85322  0.066
H41 0.37590 -2.30710 4.55400  0.081
H42 0.31289 -0.50595 4.61488  0.052
H43 1.64074 -1.34608 3.71745  0.029

Cartesian forces, eV/Å:
-0.175 -1.798 0.117
0.377 2.591 1.540
-2.336 0.739 -0.429
2.192 0.132 -0.818
0.354 -0.145 0.409
-0.379 -1.066 -4.213
1.218 -0.859 2.297
-0.768 0.653 0.869
-0.061 -0.403 -0.303
-0.097 -0.035 0.046
0.030 -0.336 -0.033
-0.001 -0.087 -0.126
0.202 -0.316 0.269
0.304 -0.222 -0.067
0.048 -0.195 -0.049
-0.474 -0.060 0.260
-0.107 -0.140 -0.070
-0.467 0.678 0.627
-0.125 0.267 -0.312
-0.086 -0.117 -0.182
0.089 0.065 0.051
-0.127 0.109 0.113
-0.078 -0.274 0.009
-0.075 0.211 -0.134
0.374 0.076 0.252
0.071 -0.251 -0.057
-0.156 0.010 0.145
0.093 0.224 -0.137
0.286 -0.134 -0.088
-0.101 0.199 -0.083
-0.217 -0.056 0.146
0.300 0.060 -0.002
-0.050 -0.205 -0.245
-0.214 0.377 -0.183
0.340 0.077 -0.004
-0.210 0.046 0.244
-0.093 -0.245 -0.233
-0.371 0.124 0.003
0.157 -0.007 0.344
0.260 0.250 -0.025
-0.264 0.063 -0.160
0.141 0.171 -0.049
0.034 -0.086 -0.261
-0.292 0.145 -0.020
0.098 -0.306 -0.228
0.258 -0.061 0.243
-0.580 -0.484 1.434
0.363 -1.175 -0.279
-0.331 0.434 0.673
0.138 0.520 -0.061
0.065 0.710 0.208
0.103 0.069 0.105
0.288 0.803 -0.984
-0.348 -0.979 -0.047
0.281 -0.147 -0.074
-0.122 0.280 -0.060
-0.126 0.196 0.293
-0.117 -0.259 0.208
0.276 -0.346 -0.590
-0.659 -0.142 -0.330
0.778 0.224 -0.487
0.159 0.240 0.383
-0.028 0.246 0.378
0.561 -0.170 -0.186
-0.089 0.079 -0.117
-0.024 0.415 0.016
0.133 -0.339 0.018
-0.619 -0.037 0.026